{"formula": "C52H56ClF3NO13P", "method": "ωB97M-V with the def2-TZVPD basis set", "spin_multiplicity": 1, "smiles": "CCC[C@H](C)[C@@H]1[C@](CCCCOC=O)(C(=O)[O-])[C@@H](P(=O)(O)O)[C@H](CCC(F)(F)F)C[N@@+]1(Cl)CCOC(=O)CC.O=C1c2ccccc2C(=O)c2ccccc21.O=C1c2ccccc2C(=O)c2ccccc21", "total_energy_ha": -4148.8958, "species": ["Cl", "P", "F", "F", "F", "O", "O", "O", "O", "O", "O", "O", "O", "O", "O", "O", "O", "O", "N", "C", "C", "C", "C", "C", "C", "C", "C", "C", "C", "C", "C", "C", "C", "C", "C", "C", "C", "C", "C", "C", "C", "C", "C", "C", "C", "C", "C", "C", "C", "C", "C", "C", "C", "C", "C", "C", "C", "C", "C", "C", "C", "C", "C", "C", "C", "C", "C", "C", "C", "C", "C", "H", "H", "H", "H", "H", "H", "H", "H", "H", "H", "H", "H", "H", "H", "H", "H", "H", "H", "H", "H", "H", "H", "H", "H", "H", "H", "H", "H", "H", "H", "H", "H", "H", "H", "H", "H", "H", "H", "H", "H", "H", "H", "H", "H", "H", "H", "H", "H", "H", "H", "H", "H", "H", "H", "H", "H"], "coordinates": [[3.332, -0.055, -4.420], [-1.980, 0.046, -3.298], [-1.077, -0.939, -8.429], [-1.967, -3.047, -8.424], [-2.491, -1.576, -6.757], [0.760, 3.980, -3.447], [-3.263, -0.826, -3.325], [2.178, 9.087, 6.749], [-2.352, 1.374, -4.346], [2.516, -2.895, -3.509], [-4.106, 0.470, 0.889], [-3.417, -1.580, 1.830], [-2.412, -6.480, 3.188], [-7.231, -8.555, 2.220], [0.508, -3.887, -3.498], [0.701, 6.267, -3.096], [-1.916, 0.728, -1.746], [4.166, 5.856, 2.997], [1.923, 0.665, -3.624], [0.932, 0.864, -4.725], [4.817, 5.280, 5.653], [2.521, -0.216, -1.222], [2.657, 8.367, 5.890], [1.464, -0.127, -2.426], [-5.120, -10.350, 2.584], [2.382, 8.620, 4.458], [1.540, 3.080, -2.568], [-0.131, -1.859, -1.313], [-5.667, -3.867, 2.931], [-2.754, -10.642, 2.953], [2.919, 7.787, 3.477], [-0.399, 5.071, -1.277], [-0.558, -1.026, -3.855], [3.848, 7.018, 7.605], [3.163, -1.584, -0.784], [0.642, 4.993, -0.014], [0.795, -1.415, -6.189], [1.267, -2.726, -3.270], [2.454, 2.053, -3.328], [0.075, -0.394, -5.186], [-7.065, -5.776, 2.463], [-2.592, -9.263, 3.025], [-4.562, -4.702, 3.053], [1.356, 9.976, 2.746], [-3.346, -0.151, 1.679], [-1.412, -2.031, -7.583], [-4.960, -8.965, 2.650], [-2.229, -2.071, 1.095], [-1.467, -2.726, -1.414], [-2.670, -2.210, -0.439], [5.707, -1.045, -0.272], [1.592, 9.711, 4.090], [-6.916, -4.403, 2.626], [1.859, 0.426, 0.139], [-3.697, -8.422, 2.883], [-0.192, -2.593, -6.716], [3.734, 6.611, 3.853], [4.686, -1.688, -1.375], [4.651, 5.942, 7.966], [-4.019, -11.185, 2.740], [-4.705, -6.079, 2.883], [0.555, -1.420, -2.722], [3.528, 7.230, 6.263], [-5.961, -6.619, 2.602], [-6.136, -8.083, 2.469], [4.025, 6.369, 5.285], [-3.519, -6.957, 2.997], [5.128, 5.069, 6.992], [0.374, 5.123, -2.671], [2.684, 8.060, 2.128], [1.908, 9.156, 1.764], [0.582, 3.961, 0.502], [3.493, 2.049, -2.824], [-1.605, -8.846, 3.196], [-1.245, -3.798, -1.037], [-7.776, -3.750, 2.522], [-4.147, -12.262, 2.693], [3.441, 0.478, -1.367], [0.806, 2.690, -1.791], [2.681, 2.518, -4.365], [1.527, 1.197, -5.661], [0.744, 10.827, 2.462], [4.905, 5.784, 9.010], [-3.461, -3.055, -0.471], [1.293, 1.401, -0.089], [5.196, 4.599, 4.898], [-0.368, -0.953, -0.637], [0.390, -3.310, -7.412], [5.404, 0.067, -0.185], [-1.381, -1.314, 1.216], [-2.847, 2.062, -3.840], [0.296, 5.746, 0.781], [4.838, -1.070, -2.319], [0.180, 1.728, -4.550], [-1.895, -11.294, 3.067], [3.108, 7.424, 1.358], [1.067, -0.815, -7.138], [1.731, 9.369, 0.715], [-1.328, 1.518, -1.693], [4.953, -2.797, -1.494], [0.588, -2.492, -0.663], [0.643, 0.573, -1.979], [1.761, -1.880, -5.806], [2.737, 0.685, 0.844], [6.745, -1.052, -0.757], [-0.805, 0.028, -5.812], [1.726, 5.173, -0.324], [2.671, -2.568, -1.006], [3.475, 7.692, 8.369], [-2.556, 0.451, 2.240], [5.660, -1.572, 0.736], [-1.881, -3.099, 1.492], [-1.090, 5.957, -1.085], [3.325, -1.551, 0.364], [-5.554, -2.797, 3.070], [-1.012, -2.042, -4.178], [-3.590, -4.277, 3.285], [5.748, 4.224, 7.276], [1.234, -0.354, 0.687], [2.243, 3.799, -1.990], [-1.931, -2.854, -2.440], [-0.605, -3.244, -5.875], [-1.004, 4.086, -1.211], [-8.041, -6.188, 2.232], [-3.190, -1.275, -0.826], [-6.102, -10.780, 2.415], [1.163, 10.356, 4.850]], "atomic_forces_ev_per_a": [[0.1, -0.6, 0.3], [-6.8, -1.5, 0.0], [-0.6, -2.2, 1.7], [1.3, 2.4, 1.9], [2.4, -0.9, -1.8], [0.1, 0.4, 1.9], [3.9, 2.2, 0.3], [0.1, -0.2, -0.3], [1.7, -0.9, 2.0], [-2.3, 2.9, 1.1], [2.9, -2.6, 3.5], [1.5, 2.6, -0.3], [-0.3, -0.1, 0.0], [0.3, 0.1, 0.1], [1.2, 6.1, 1.3], [-1.3, -4.9, 1.3], [1.3, 0.3, -2.1], [-0.1, 0.2, 0.2], [1.1, 0.6, -0.6], [-2.0, 0.4, -3.4], [0.1, -0.1, 0.2], [0.3, 0.9, 1.6], [-0.4, 0.6, 0.8], [-1.9, -0.2, 2.3], [0.2, -0.2, 0.0], [-0.1, 0.2, -0.3], [-0.1, 1.2, 1.2], [-0.3, -0.1, 0.9], [0.1, -0.1, 0.0], [-0.1, 0.2, 0.0], [-0.2, 0.3, -0.2], [0.4, -2.0, 0.7], [1.3, -0.7, -0.6], [0.1, -0.2, 0.1], [2.2, -0.4, 0.1], [-0.4, -0.3, 0.3], [-0.2, -0.2, -0.9], [0.6, -7.2, -2.1], [1.2, 2.6, -0.3], [-0.3, 0.0, 0.4], [0.0, 0.2, 0.0], [0.0, -0.2, 0.0], [-0.1, 0.2, 0.0], [0.1, -0.1, 0.2], [-2.9, 1.1, -3.0], [-1.2, -0.2, -0.2], [0.2, -0.3, 0.1], [0.1, -0.6, -1.4], [-1.0, -0.9, 1.1], [0.2, -0.9, -0.1], [-0.6, 0.4, -1.6], [-0.1, 0.1, -0.2], [0.1, -0.2, 0.0], [0.9, 0.0, -0.2], [0.1, -0.4, 0.0], [0.0, 0.2, -0.6], [0.4, -0.6, -0.6], [0.2, -0.1, 1.8], [-0.1, 0.1, -0.2], [-0.1, 0.2, 0.0], [-0.2, 0.3, 0.0], [-0.4, -0.1, -0.2], [0.2, -0.3, 0.2], [-0.1, 0.3, 0.0], [-0.9, -0.3, -0.2], [0.1, -0.1, 0.3], [0.9, 0.4, 0.2], [-0.1, 0.1, -0.2], [0.8, 4.7, -1.0], [-0.2, 0.2, -0.2], [0.1, -0.2, 0.1], [0.2, 1.6, -1.0], [-2.0, -0.6, -0.6], [-0.2, 0.1, 0.0], [-0.1, 1.7, -0.9], [0.1, -0.1, 0.0], [0.0, 0.1, 0.0], [-1.6, -1.1, -0.3], [1.2, -0.1, -1.0], [-0.5, -0.8, 1.7], [-0.8, -0.4, 1.7], [0.1, -0.1, 0.0], [0.0, 0.0, -0.1], [1.2, 1.4, 0.1], [0.6, -1.5, 0.5], [-0.1, 0.2, 0.0], [0.4, -1.1, -1.5], [-0.9, 1.3, 1.1], [0.5, -1.6, 0.3], [-0.9, -1.0, 0.0], [0.4, -0.9, -0.4], [0.8, -1.0, -1.3], [-0.4, -1.2, 1.0], [1.4, -1.4, 0.5], [-0.1, 0.1, 0.0], [0.0, 0.0, 0.2], [-0.3, -0.7, 1.5], [0.0, 0.0, 0.1], [-0.6, -0.7, 0.0], [-0.4, 1.8, -0.3], [-0.8, 1.1, -1.5], [1.4, -0.9, -1.0], [-1.5, 0.5, -0.2], [-1.4, -0.3, -1.1], [-1.3, -0.1, 1.1], [1.5, -0.4, 1.2], [-1.6, 0.0, 0.6], [0.0, 1.4, -0.1], [0.0, 0.0, -0.2], [-0.7, -1.3, -0.3], [0.2, 0.7, -1.4], [-0.8, 1.8, -0.3], [1.1, -1.2, -1.0], [-0.5, 0.0, -1.8], [0.0, -0.1, -0.1], [0.3, 1.8, 0.9], [-0.1, -0.2, -0.1], [-0.1, 0.1, 0.0], [0.6, 1.2, -0.9], [-0.8, -1.5, -0.9], [0.9, 0.3, 1.3], [0.5, 1.0, -1.0], [0.6, 1.7, -0.3], [0.2, -0.1, 0.0], [0.9, -1.2, 0.6], [0.1, 0.2, 0.0], [0.1, -0.2, 0.0]], "mulliken_charge": [0.023, 0.798, -0.285, -0.288, -0.221, -0.343, -0.759, -0.663, -0.599, -0.616, -0.491, -0.203, -0.683, -0.671, -0.785, -0.558, -0.314, -0.701, 0.573, -1.247, -0.567, 0.129, 0.560, 0.349, -0.552, 0.254, 0.507, -0.822, -0.440, -0.461, 0.231, -0.066, -1.035, -0.556, -0.847, -0.746, -0.789, -0.133, -0.870, -0.217, -0.564, -0.534, -0.574, -0.464, 0.155, 0.835, 0.187, -0.106, -0.046, -0.540, -1.014, -0.593, -0.560, -1.060, 0.175, -0.879, 0.555, -0.334, -0.460, -0.456, 0.316, 2.421, 0.250, 0.209, 0.588, 0.186, 0.565, -0.464, 0.307, -0.541, -0.563, 0.200, 0.565, 0.453, 0.411, 0.401, 0.394, -0.065, -0.295, 0.486, 0.452, 0.404, 0.397, 0.306, -0.243, 0.465, -0.034, 0.373, 0.194, -0.049, 0.344, 0.290, 0.067, 0.312, 0.391, 0.494, 0.520, 0.444, 0.102, 0.324, 0.335, -0.976, 0.409, 0.527, 0.370, 0.706, 0.209, 0.227, 0.462, 0.355, 0.290, 0.274, 0.446, 0.584, 0.389, 0.951, 0.493, 0.396, 0.371, 0.264, 0.149, 0.266, -0.028, 0.464, 0.138, 0.457, 0.471]}